56
Properties=species:S:1:pos:R:3:forces:R:3 method="wB97M-V/def2-TZVPD" gap_ev="6.62 / 6.50" homo_energy_ha="-0.148 / -0.144" charge=-1 de_lowest_kcal_mol=4.01 energy_ha=-4810.44221 multiplicity=2
Mn 0.6699 -0.3440 -0.3833 -0.4 -0.3 0.6
Cl 6.2039 -0.3512 3.6102 -0.1 0.0 -0.1
C 4.5627 -0.3414 3.0340 0.1 0.0 -0.2
C 3.5102 -0.2472 3.9173 -0.2 0.0 0.1
Cl 3.7932 -0.1527 5.6304 0.0 0.0 -0.1
C 2.1877 -0.2443 3.4208 0.2 0.0 0.2
Cl 0.8240 -0.1808 4.5017 0.1 0.0 -0.1
C 1.9213 -0.3024 2.0629 -0.2 -0.1 -0.3
O 0.7212 -0.3165 1.5467 -0.1 0.3 0.7
C 3.0145 -0.3705 1.1307 0.1 -0.1 -0.1
O 2.7395 -0.4319 -0.1390 -0.5 0.2 0.0
C 4.3042 -0.4217 1.6498 0.1 0.0 0.1
Cl 5.6029 -0.6286 0.5025 0.0 0.0 0.1
O 0.4812 1.1770 -4.0705 -0.1 0.0 0.0
C 0.5602 0.9057 -2.8808 0.1 0.9 0.2
O 0.6331 -0.2314 -2.3272 0.2 -0.8 -0.7
C 0.5888 2.0547 -1.8522 0.0 -0.2 -1.0
C 0.5679 3.3751 -2.2359 0.0 0.5 0.0
C 0.6103 4.3573 -1.2501 0.0 0.0 -0.6
C 0.6757 3.9693 0.0683 0.0 -0.3 0.5
C 0.6885 2.6111 0.3664 0.1 0.2 0.2
N 0.6359 1.6834 -0.5840 0.2 -0.5 0.5
H 0.5262 3.5981 -3.2938 0.0 0.0 0.0
H 0.5984 5.4083 -1.5127 0.0 0.0 0.0
H 0.7256 4.6963 0.8682 0.0 0.0 0.0
H 0.7398 2.2394 1.3835 0.0 0.0 0.0
N 2.5305 -2.5308 -2.0109 0.0 0.0 -0.1
C 2.1077 -2.9477 -0.8079 -0.2 -0.1 -0.2
N 3.0432 -3.3484 0.0645 0.1 0.0 0.2
S 0.4566 -3.0356 -0.4231 0.3 0.2 0.0
H 3.4563 -2.1257 -2.0299 0.0 0.0 0.0
H 1.8419 -1.9930 -2.5254 0.0 0.0 0.0
H 3.9737 -2.9670 -0.0421 0.0 0.0 0.0
H 2.7231 -3.4321 1.0158 0.0 0.0 0.0
C -2.1838 0.9837 -0.3946 -0.2 0.0 0.1
N -3.6471 0.9752 -0.3411 0.0 -0.1 0.0
C -4.1365 0.1840 -1.4756 0.1 0.0 0.1
N -3.6237 -1.1864 -1.4563 0.1 0.0 0.1
C -2.1567 -1.1354 -1.4928 -0.3 0.0 0.0
N -1.6105 -0.3748 -0.3446 0.6 0.2 -0.1
C -2.0654 -1.0161 0.9064 -0.3 0.0 0.1
N -3.5323 -1.0693 0.9797 0.1 0.0 -0.1
C -4.0487 0.2983 0.8986 0.1 0.0 -0.1
C -4.0264 -1.8081 -0.1886 0.1 0.1 0.0
H -1.8017 1.5525 0.4529 0.0 0.0 0.0
H -1.8680 1.4663 -1.3191 0.0 0.0 0.0
H -3.8207 0.6651 -2.4033 0.0 0.0 0.0
H -5.2276 0.1586 -1.4431 0.0 0.0 0.0
H -1.8234 -0.6634 -2.4156 0.0 0.0 0.0
H -1.7591 -2.1453 -1.4583 0.0 0.0 0.0
H -1.6650 -0.4562 1.7504 0.0 0.0 0.0
H -1.6627 -2.0263 0.9439 0.0 0.0 0.0
H -3.6714 0.8678 1.7499 0.0 0.0 0.0
H -5.1393 0.2713 0.9466 0.0 0.0 0.0
H -5.1169 -1.8471 -0.1457 0.0 0.0 0.0
H -3.6332 -2.8251 -0.1543 0.0 0.0 0.0

***

59
Properties=species:S:1:pos:R:3:forces:R:3 method="wB97M-V/def2-TZVPD" gap_ev=6.81 homo_energy_ha=-0.104 charge=-2 de_lowest_kcal_mol=41.27 energy_ha=-2136.73620 multiplicity=1
Cs -1.3508 1.5956 1.8426 0.8 -0.4 -0.5
O -2.7899 2.0490 -0.3501 -0.6 0.3 -0.6
C -3.2583 0.9228 -0.0663 -0.5 0.0 -0.3
O -3.5237 0.5311 1.0953 -1.5 -0.8 -0.6
C -3.4122 -0.0296 -1.2277 0.2 0.0 -0.1
C -4.6291 -0.4609 -1.6358 0.2 0.1 0.0
C -4.7378 -1.2630 -2.7945 -0.2 -0.1 -0.2
C -3.6218 -1.6336 -3.5083 0.0 0.0 0.1
C -2.3689 -1.2457 -3.0666 0.2 -0.2 -0.3
C -2.1605 -0.4156 -1.8994 -0.4 0.0 0.2
O -1.0622 -0.0604 -1.4564 0.1 0.0 0.1
N -1.2509 -1.7269 -3.8603 -0.2 0.2 0.3
O -0.1254 -1.6538 -3.4044 0.1 -0.1 -0.1
O -1.4923 -2.2066 -4.9667 0.1 -0.1 -0.2
N -6.0270 -1.6985 -3.2491 0.3 0.1 0.2
O -6.0953 -2.4035 -4.2503 -0.2 -0.1 -0.1
O -7.0167 -1.3497 -2.6136 -0.1 0.0 0.0
H -5.5181 -0.1904 -1.0864 0.0 0.0 0.0
H -3.7099 -2.2401 -4.3979 0.0 0.1 0.1
N 0.2869 -3.1111 2.9737 -0.1 -0.2 0.1
C 1.3024 -2.1856 2.4821 0.0 0.1 -0.1
C 1.5420 -1.0793 3.4979 -0.1 -0.1 0.0
N 2.5501 -0.1536 3.0098 0.2 0.1 0.1
H 0.6664 -3.7209 3.6896 0.0 0.0 0.0
H -0.0637 -3.6986 2.2280 0.0 0.0 0.0
H 0.9571 -1.7385 1.5449 0.0 0.0 0.1
H 2.2602 -2.6793 2.2425 0.0 0.1 0.0
H 1.7806 -1.5254 4.4821 0.0 0.0 -0.1
H 0.6088 -0.5298 3.6377 0.0 0.0 0.0
H 3.4814 -0.5375 3.1318 -0.1 0.1 0.0
H 2.4960 0.7271 3.5188 0.0 0.0 0.1
C -0.2090 3.2475 -1.9794 0.0 0.0 0.0
C 1.1095 2.8648 -1.3545 -0.1 -0.2 -0.1
O 2.0630 3.6355 -1.3195 0.2 0.2 0.0
N 1.1624 1.6089 -0.8589 -0.1 0.2 0.1
C 2.3732 1.0757 -0.2794 0.2 0.0 0.3
C 2.7614 -0.2032 -0.9696 0.0 0.0 0.0
C 3.8426 -0.2615 -1.8448 -0.1 0.0 0.0
C 4.1187 -1.4520 -2.4922 0.0 0.0 0.0
C 3.3001 -2.5431 -2.2543 0.0 0.0 0.0
C 2.2509 -2.3881 -1.3611 0.0 -0.1 0.0
N 1.9888 -1.2608 -0.7188 0.1 0.1 0.0
H -1.0629 2.8994 -1.3959 0.0 0.0 0.0
H -0.2901 2.7749 -2.9594 0.0 0.0 0.0
H -0.2232 4.3284 -2.1005 -0.1 0.0 0.0
H 0.3621 0.9961 -0.9806 -0.1 -0.1 -0.1
H 2.2478 0.8701 0.7935 0.0 0.0 -0.2
H 3.1458 1.8389 -0.3959 -0.1 -0.1 0.0
H 4.4346 0.6267 -2.0167 0.0 0.0 0.0
H 4.9486 -1.5232 -3.1855 0.0 0.0 0.0
H 3.4515 -3.4883 -2.7552 0.0 0.0 0.0
H 1.5836 -3.2179 -1.1538 0.0 0.0 0.0
F 1.0028 4.2174 6.4606 0.1 0.0 0.0
C 0.1762 3.7204 5.5224 -0.1 0.1 0.2
F -0.8418 3.1311 6.1947 0.0 -0.1 0.0
F -0.3582 4.7859 4.8928 0.0 0.0 -0.1
C 0.8509 2.7082 4.5412 -0.1 0.0 0.0
O 1.9686 2.3119 4.8559 0.4 -0.1 0.2
O 0.1245 2.4087 3.5719 1.5 0.9 2.0

***

50
Properties=species:S:1:pos:R:3:forces:R:3 method="wB97M-V/def2-TZVPD" gap_ev=8.03 homo_energy_ha=-0.313 smiles="COc1ccc(-c2cc(C(F)(F)F)nc(SCC(=O)N3CCOCC3)n2)cc1OC" de_lowest_kcal_mol=1.59 energy_ha=-1899.04130 multiplicity=1
C -1.1824 -5.8772 -1.3719 0.2 -0.5 0.2
H -1.5914 -6.0388 -0.3731 0.0 0.0 -0.1
O -1.8133 -4.7952 -2.0248 -0.1 0.3 -0.1
C -1.7739 -3.5368 -1.5392 -0.1 0.3 0.0
C -2.4626 -2.6054 -2.3196 0.1 -0.3 0.1
C -2.5427 -1.2750 -1.9792 0.2 0.1 0.3
C -1.9155 -0.8206 -0.8206 0.0 -0.7 -0.2
C -1.2120 -1.7423 -0.0386 -0.1 0.1 -0.1
C -1.1283 -3.0831 -0.3660 0.0 -0.1 -0.1
O -0.4471 -3.9942 0.3948 -0.3 0.0 -0.4
C 0.2013 -3.5539 1.5642 0.1 0.1 0.2
H -0.5072 -3.1370 2.2863 0.0 0.0 0.0
H 0.9776 -2.8149 1.3422 0.0 0.0 0.0
H 0.6638 -4.4438 1.9884 0.0 0.1 0.0
H -0.7398 -1.3736 0.8557 0.1 0.0 0.1
C -1.9547 0.5727 -0.4046 -0.3 0.8 0.0
N -1.0761 0.9530 0.5262 -0.2 -0.1 -0.1
C -1.0762 2.2159 0.9209 -0.3 -0.2 -0.3
N -1.8720 3.1755 0.4636 0.0 0.3 0.1
C -2.7516 2.8031 -0.4515 0.1 -0.4 -0.1
C -2.8591 1.5107 -0.9312 0.2 0.0 0.2
H -3.6040 1.2474 -1.6601 -0.1 0.0 -0.1
C -3.6771 3.8967 -0.9366 -0.5 0.5 -0.3
F -4.6563 4.1438 -0.0533 0.1 -0.1 0.2
F -4.2853 3.5630 -2.0884 0.1 -0.3 -0.1
F -3.0442 5.0495 -1.1573 0.2 -0.1 0.1
S 0.0645 2.7342 2.1276 0.4 -0.1 0.4
C 0.8724 1.1551 2.5933 -0.1 0.4 0.1
C 2.3834 1.2298 2.4283 -0.3 -0.2 0.0
O 3.1022 1.2768 3.4075 0.1 0.1 0.4
N 2.8793 1.2119 1.1731 0.3 0.0 -0.3
C 2.1492 1.2083 -0.0745 -0.2 0.4 -0.3
H 1.0906 1.0085 0.0713 0.1 -0.1 0.0
C 2.3535 2.5595 -0.7748 -0.3 -0.3 0.0
O 3.7228 2.8079 -0.9880 0.1 0.0 -0.2
C 4.4367 2.8143 0.2290 0.2 -0.2 0.2
C 4.2914 1.4775 0.9641 0.2 0.3 0.0
H 4.7824 1.5131 1.9365 0.0 0.0 -0.1
H 4.7195 0.6721 0.3588 0.0 0.0 0.0
H 5.4793 3.0017 -0.0304 0.0 0.0 0.1
H 4.0690 3.6243 0.8766 0.0 0.0 0.0
H 1.8841 2.5583 -1.7599 0.0 0.0 0.1
H 1.9123 3.3599 -0.1611 0.0 -0.1 -0.1
H 2.5704 0.4185 -0.7089 -0.1 0.0 0.0
H 0.6691 1.0016 3.6527 0.1 -0.1 -0.1
H 0.4064 0.3767 1.9944 0.1 0.0 0.0
H -3.0728 -0.5978 -2.6282 -0.1 0.1 -0.1
H -2.9379 -2.9752 -3.2141 0.0 -0.1 -0.1
H -1.3948 -6.7440 -1.9971 0.0 0.1 0.1
H -0.1030 -5.7326 -1.3027 -0.1 0.0 0.0